Density functional theory data (ωB97M-V with the def2-TZVPD basis set) for a cluster of 11 separate species, C58H64F12IN3O37S2 in total at a distorted geometry.

Each line ends with the Löwdin charge.
Atoms and positions in Å:
C1 7.01325 0.21069 -2.65689  -0.10
C2 6.04030 0.57739 -1.49387  -0.24
C3 5.15182 1.81621 -1.81528  -0.18
C4 3.64779 1.48387 -1.97482  -0.15
C5 2.81410 1.76769 -0.66649  -0.15
C6 1.78583 0.64982 -0.51972  -0.19
C7 2.15748 -0.53702 0.14554  -0.10
C8 3.54146 -0.73218 0.76968  -0.09
C9 3.44835 -0.71154 2.32990  -0.12
C10 2.26727 0.14395 2.80738  -0.22
O1 2.30766 1.41742 2.20231  -0.19
C11 1.01345 1.99574 2.20149  -0.09
C12 1.18664 -1.56972 0.22376  -0.05
C13 1.64195 -2.85301 0.91446  -0.38
O2 1.40951 -2.99189 2.07721  0.16
N1 2.38095 -3.89539 0.21534  0.16
C14 1.71554 -4.37036 -0.93639  -0.51
O3 1.35491 -3.73663 -1.86623  0.19
F1 1.48601 -5.68966 -0.93745  0.13
C15 -0.11392 -1.44714 -0.29958  -0.07
C16 -1.03363 -2.65321 -0.13579  -0.17
N2 -2.38512 -2.24050 0.35848  0.04
C17 -0.48759 -0.24339 -0.96072  -0.15
C18 0.49130 0.76082 -1.05345  -0.32
S1 0.09047 2.30860 -1.88857  1.10
C19 -1.68484 2.32572 -1.71229  -0.38
C20 -2.32250 3.57958 -1.75408  -0.29
S2 -1.43320 5.10788 -1.92382  0.66
O4 -0.48585 5.31492 -0.85913  -0.27
O5 -2.39960 6.17925 -1.98744  -0.28
F2 -0.71240 5.07308 -3.35287  -0.17
C21 -3.72655 3.69515 -1.66979  -0.14
C22 -4.44446 2.50865 -1.52445  -0.56
I1 -6.60667 2.78311 -1.44003  0.85
C23 -3.79327 1.20459 -1.44144  -0.18
C24 -4.58648 -0.07455 -1.24624  -0.05
C25 -2.38126 1.12280 -1.54318  -0.19
N3 -1.80990 -0.17853 -1.50130  0.01
C26 -1.95017 -0.88443 -2.78010  -0.09
O6 -2.82341 -2.01402 -2.60366  -0.01
C27 -2.50272 -3.06326 -3.38760  -0.54
C28 -2.94907 -4.41681 -2.82894  0.02
O7 -1.95334 -2.98469 -4.45166  0.11
H1 6.57122 -0.62773 -3.21342  0.07
H2 7.17885 1.05456 -3.33388  0.06
H3 7.96160 -0.13963 -2.23161  0.06
H4 5.43547 -0.31671 -1.29688  0.08
H5 6.61683 0.79342 -0.58466  0.08
H6 5.29756 2.63584 -1.09766  0.12
H7 5.51391 2.20976 -2.77561  0.08
H8 3.54539 0.41296 -2.19867  0.12
H9 3.20416 2.04148 -2.80745  0.08
H10 2.33142 2.75088 -0.73055  0.09
H11 3.47070 1.79438 0.20527  0.10
H12 4.22763 0.05932 0.47171  0.09
H13 3.95626 -1.70534 0.47040  0.11
H14 4.35886 -0.30211 2.79146  0.10
H15 3.38326 -1.73675 2.71629  0.10
H16 2.26777 0.24989 3.90567  0.13
H17 1.35465 -0.41424 2.53333  0.11
H18 0.23506 1.26403 1.93918  0.08
H19 0.84042 2.41797 3.20496  0.10
H20 0.93077 2.81955 1.48116  0.10
H21 3.34252 -3.63973 0.02553  0.14
H22 -1.10689 -3.22042 -1.07483  0.09
H23 -0.64228 -3.36251 0.61030  0.11
H24 -2.68254 -2.95036 1.01983  0.07
H25 -2.20995 -1.40806 0.91629  0.06
H26 -4.21714 4.66103 -1.72959  0.10
H27 -4.60197 -0.59222 -2.20974  0.08
H28 -5.62955 0.09766 -0.96743  0.02
H29 -4.15097 -0.69337 -0.45243  0.07
H30 -2.36948 -0.23418 -3.55748  0.13
H31 -0.95627 -1.20793 -3.10817  0.16
H32 -3.39625 -4.26344 -1.83667  0.08
H33 -2.08973 -5.08577 -2.72307  0.09
H34 -3.69633 -4.88877 -3.47311  0.09
O8 -4.05935 -0.22386 2.42865  0.17
C29 -5.24733 -0.18318 2.43547  -0.55
O9 -5.97548 0.61103 3.24817  0.08
C30 -7.34344 0.47928 2.85243  -0.04
C31 -7.35566 -0.86199 2.17466  -0.31
F3 -8.25600 -0.90166 1.16411  0.08
O10 -6.04726 -0.93094 1.62421  0.13
H35 -7.59316 1.28924 2.16440  0.14
H36 -8.00746 0.52972 3.71204  0.14
H37 -7.52404 -1.70687 2.84492  0.17
O11 -10.38910 -1.53237 3.73484  0.17
C32 -10.40693 -2.71636 3.67311  -0.55
O12 -10.78058 -3.41777 2.57676  0.08
C33 -10.53580 -4.80079 2.84582  -0.05
C34 -10.55539 -4.83442 4.35208  -0.31
F4 -9.71426 -5.77761 4.84223  0.08
O13 -10.06054 -3.55043 4.69526  0.13
H38 -9.56341 -5.08449 2.43976  0.15
H39 -11.30239 -5.42856 2.39818  0.14
H40 -11.54640 -4.97072 4.78905  0.18
O14 6.88064 -0.16178 1.64642  0.17
C35 7.35217 -0.01938 2.72557  -0.54
O15 8.47739 -0.64561 3.15788  0.07
C36 8.78940 -0.11518 4.45184  -0.04
C37 7.45206 0.39244 4.91365  -0.30
F5 7.58199 1.48204 5.70914  0.08
O16 6.83059 0.77956 3.69516  0.14
H41 9.52556 0.68405 4.34945  0.15
H42 9.19153 -0.88480 5.10535  0.12
H43 6.83264 -0.35361 5.41645  0.16
O17 6.49379 4.45059 -5.27048  0.18
C38 5.31178 4.45661 -5.33524  -0.54
O18 4.58288 5.36629 -6.03395  0.08
C39 3.21441 4.95270 -5.97891  -0.05
C40 3.19352 4.10517 -4.73582  -0.31
F6 2.28613 3.09855 -4.83806  0.06
O19 4.49899 3.55363 -4.71443  0.12
H44 2.97095 4.37705 -6.87410  0.15
H45 2.54818 5.80918 -5.91682  0.12
H46 3.01653 4.65947 -3.81538  0.16
O20 -3.81329 1.57568 -4.58941  0.19
C41 -4.15701 0.74357 -5.35873  -0.54
O21 -3.31431 -0.12565 -5.96957  0.07
C42 -4.11278 -1.05947 -6.70022  -0.05
C43 -5.38872 -0.28332 -6.90686  -0.31
F7 -6.47467 -1.10002 -6.92730  0.07
O22 -5.44831 0.53003 -5.74871  0.13
H47 -4.26646 -1.95644 -6.09744  0.14
H48 -3.63192 -1.34029 -7.63403  0.15
H49 -5.39485 0.34933 -7.79641  0.17
O23 -3.62595 5.92669 3.43650  0.18
C44 -3.44502 4.82341 3.04858  -0.54
O24 -4.00705 4.29844 1.92906  0.08
C45 -3.43887 2.99972 1.73050  -0.05
C46 -2.98298 2.64219 3.12113  -0.31
F8 -1.87377 1.86273 3.09387  0.07
O25 -2.65061 3.90384 3.67295  0.14
H50 -2.60482 3.06918 1.02786  0.14
H51 -4.17593 2.30387 1.33740  0.12
H52 -3.74690 2.16382 3.73709  0.16
O26 -10.82433 -3.26882 -1.80624  0.18
C47 -10.03961 -2.49870 -2.24351  -0.54
O27 -10.36342 -1.38110 -2.94638  0.08
C48 -9.15138 -0.65545 -3.17370  -0.05
C49 -8.11026 -1.73227 -3.05866  -0.31
F9 -6.94793 -1.24374 -2.55866  0.06
O28 -8.68423 -2.61927 -2.11596  0.13
H53 -9.03654 0.11216 -2.40608  0.13
H54 -9.15722 -0.17979 -4.15213  0.14
H55 -7.90894 -2.26820 -3.98876  0.17
O29 3.38712 6.47768 -1.41565  0.20
C50 2.78816 7.19777 -2.13674  -0.54
O30 2.37336 8.44708 -1.81679  0.09
C51 1.81384 9.03186 -2.99590  -0.05
C52 1.43268 7.81683 -3.80006  -0.30
F10 1.54162 8.04546 -5.13641  0.07
O31 2.41706 6.87100 -3.41488  0.10
H56 2.57130 9.63683 -3.49771  0.15
H57 0.96081 9.66116 -2.75337  0.14
H58 0.44032 7.42121 -3.57943  0.16
O32 11.05336 -2.36597 6.33264  0.19
C53 10.75521 -3.17879 5.52620  -0.55
O33 11.63039 -4.00858 4.90705  0.08
C54 10.86946 -4.92048 4.11234  -0.05
C55 9.58988 -4.15545 3.89736  -0.30
F11 8.51989 -4.98961 3.80539  0.07
O34 9.47713 -3.39558 5.08909  0.11
H59 10.70860 -5.84510 4.66971  0.15
H60 11.38377 -5.15240 3.18269  0.14
H61 9.60153 -3.48380 3.03681  0.18
O35 5.59530 -2.31375 6.53401  0.18
C56 5.62602 -3.49395 6.43425  -0.54
O36 5.33860 -4.17336 5.29587  0.07
C57 5.62106 -5.55409 5.53760  -0.05
C58 5.52094 -5.63607 7.03848  -0.31
F12 6.37013 -6.56409 7.54568  0.08
O37 5.94687 -4.34790 7.44664  0.14
H62 6.62407 -5.78879 5.17847  0.13
H63 4.90374 -6.19528 5.03029  0.14
H64 4.51357 -5.82256 7.41567  0.17

## Properties
- HOMO level (eV) = -8.152
- gap between HOMO and LUMO (eV) = 8.099
- E_LUMO (eV) = -0.05
- SMILES = CCCCCc1c(CCCOC)c(C(=O)NC(=O)F)c(CN)c2c1Sc1c(S(=O)(=O)F)cc(I)c(C)c1N2COC(C)=O.O=C1OC[C@@H](F)O1.O=C1OC[C@@H](F)O1.O=C1OC[C@@H](F)O1.O=C1OC[C@@H](F)O1.O=C1OC[C@@H](F)O1.O=C1OC[C@@H](F)O1.O=C1OC[C@@H](F)O1.O=C1OC[C@@H](F)O1.O=C1OC[C@@H](F)O1.O=C1OC[C@@H](F)O1

***

Density functional theory data (ωB97M-V with the def2-TZVPD basis set) for a cluster of 5 separate species, C27H33BNO3 in total at a distorted geometry.

Each line ends with the Löwdin charge.
Atoms and positions in Å:
O1 0.89023 -0.99915 -0.51784  0.13
B1 2.06228 -0.30248 -0.06175  -0.50
O2 2.21027 1.11607 -0.10555  0.15
N1 3.19051 -1.22832 0.44248  0.17
C1 3.96270 -1.62669 -0.79968  -0.04
C2 5.14584 -2.71688 -0.30426  -0.19
C3 5.49263 -3.87179 -1.42557  0.04
O3 4.67591 -4.10776 -0.09378  -0.16
H1 1.19598 -1.39159 -1.36971  0.11
H2 2.77183 1.25656 -0.90400  0.14
H3 2.82986 -2.04618 0.96277  0.17
H4 3.76734 -0.68922 1.11275  0.20
H5 3.34367 -2.18643 -1.55444  0.14
H6 4.51375 -0.73044 -1.20155  0.15
H7 6.03407 -2.30289 0.34031  0.17
H8 6.42933 -4.48347 -1.30164  0.12
H9 4.64149 -4.09647 -2.12423  0.11
C4 3.34278 -4.12373 4.59838  -0.09
C5 2.48073 -3.85145 3.54146  -0.12
C6 1.21615 -3.32638 3.78986  -0.11
C7 0.81750 -3.06466 5.09643  -0.09
C8 1.68075 -3.33361 6.15283  -0.08
C9 2.94154 -3.86699 5.90464  -0.08
H10 4.32664 -4.53606 4.40426  0.10
H11 2.79527 -4.05073 2.52026  0.08
H12 0.54124 -3.12064 2.96533  0.09
H13 -0.16564 -2.65146 5.29065  0.11
H14 1.37043 -3.12824 7.17108  0.11
H15 3.61141 -4.08141 6.72914  0.11
C10 -0.40924 4.47517 -1.37359  -0.08
C11 -1.76065 4.68240 -1.62670  -0.09
C12 -2.63983 3.60500 -1.63906  -0.09
C13 -2.16873 2.32063 -1.38848  -0.09
C14 -0.81770 2.11363 -1.13162  -0.09
C15 0.06318 3.18999 -1.12828  -0.10
H16 0.27633 5.31516 -1.36740  0.10
H17 -2.12915 5.68471 -1.81536  0.10
H18 -3.69231 3.76620 -1.84301  0.10
H19 -2.85507 1.48125 -1.39333  0.10
H20 -0.45146 1.11229 -0.93469  0.08
H21 1.11546 3.02882 -0.93373  0.08
C16 -0.81126 -3.90171 -1.52576  -0.09
C17 -1.66039 -4.71024 -2.27272  -0.08
C18 -1.16742 -5.85523 -2.88933  -0.08
C19 0.17390 -6.19757 -2.75110  -0.08
C20 1.02257 -5.39150 -2.00139  -0.10
C21 0.53108 -4.24150 -1.39234  -0.12
H22 -1.19495 -3.00702 -1.04741  0.10
H23 -2.70714 -4.44762 -2.37504  0.11
H24 -1.82844 -6.48166 -3.47686  0.11
H25 0.55661 -7.09268 -3.22773  0.11
H26 2.06832 -5.65939 -1.89188  0.10
H27 1.19540 -3.60967 -0.81099  0.07
C22 -4.85573 8.85754 -0.57757  -0.10
C23 -6.20721 9.06481 -0.83066  -0.09
C24 -7.08643 7.98750 -0.84283  -0.09
C25 -6.61537 6.70307 -0.59218  -0.10
C26 -5.26440 6.49622 -0.33543  -0.10
C27 -4.38365 7.57247 -0.33225  -0.10
H28 -4.17000 9.69735 -0.57143  0.10
H29 -6.57559 10.06698 -1.01938  0.10
H30 -8.13885 8.14866 -1.04666  0.10
H31 -7.30166 5.86368 -0.59689  0.10
H32 -4.89737 5.49454 -0.13825  0.09
H33 -3.32931 7.41022 -0.13730  0.09

## Properties
- HOMO level (eV) = -10.559
- gap between HOMO and LUMO (eV) = 7.053
- E_LUMO (eV) = -3.51
- net charge = +1

***

Density functional theory data (ωB97M-V with the def2-TZVPD basis set) for the molecule CH2FPSi at a distorted geometry.

Each line ends with the Löwdin charge.
Atoms and positions in Å:
C1 -0.81978 -0.38352 -0.17303  -1.01
F1 -1.71543 -0.16845 -1.16693  -0.14
Si1 0.89170 0.36853 -0.12624  0.71
P1 -1.38329 -0.83792 1.39998  0.69
H1 1.38819 -0.14393 1.11851  -0.13
H2 1.63861 1.16529 -1.05229  -0.13

## Properties
- HOMO level (alpha / beta) (eV) = -7.150 / -8.151
- gap between HOMO and LUMO (alpha / beta) (eV) = 5.645 / 6.845
- E_LUMO (alpha / beta) (eV) = -1.51 / -1.31
- energy relative to the best compared isomer or geometry (same formula, charge and spin) (kcal per mole) = 54.1

***

Density functional theory data (ωB97M-V with the def2-TZVPD basis set) for the molecule C18H20N2O3.

Each line ends with the Löwdin charge.
Atoms and positions in Å:
C1 -5.14977 -0.67742 -1.23067  -0.10
O1 -3.97102 -0.09269 -0.74131  -0.20
C2 -2.95489 -0.02202 -1.71894  -0.14
C3 -1.75397 0.69767 -1.20648  -0.25
N1 -1.07304 1.51623 -1.95594  0.18
C4 -0.03282 1.95360 -1.17957  -0.23
C5 1.00359 2.83122 -1.47538  -0.03
C6 1.92332 3.09383 -0.48190  -0.11
C7 1.82109 2.50787 0.78119  -0.09
C8 0.79761 1.63702 1.09597  -0.02
C9 -0.12582 1.35864 0.10035  -0.16
N2 -1.24318 0.55892 0.05513  0.05
C10 -1.70153 -0.30439 1.10960  -0.08
C11 -1.44671 -1.78761 0.77470  -0.15
O2 -0.18737 -1.99671 0.18546  -0.02
C12 0.93277 -1.65001 0.90080  -0.21
C13 1.06686 -1.80007 2.26919  -0.03
C14 2.25029 -1.44724 2.90227  -0.10
C15 3.30037 -0.94281 2.16490  -0.09
C16 3.18069 -0.78427 0.79198  -0.02
C17 2.00379 -1.12788 0.14581  -0.22
O3 1.76655 -0.99217 -1.18456  -0.06
C18 2.74492 -0.36854 -1.97798  -0.07
H1 -5.86105 -0.67992 -0.40704  0.09
H2 -4.97409 -1.70745 -1.56611  0.09
H3 -5.56143 -0.10128 -2.06767  0.09
H4 -3.30593 0.52009 -2.60834  0.13
H5 -2.66327 -1.03768 -2.03963  0.14
H6 1.07547 3.28198 -2.45217  0.11
H7 2.74381 3.76871 -0.67926  0.10
H8 2.56350 2.73872 1.53079  0.10
H9 0.74084 1.18829 2.07674  0.11
H10 -2.77225 -0.15747 1.26887  0.13
H11 -1.15747 -0.02934 2.01616  0.12
H12 -2.15819 -2.12849 0.02051  0.12
H13 -1.58877 -2.39280 1.67997  0.12
H14 0.25025 -2.19647 2.85389  0.11
H15 2.33927 -1.56867 3.97112  0.10
H16 4.22200 -0.66278 2.65199  0.10
H17 4.00799 -0.37463 0.23529  0.11
H18 2.96973 0.63942 -1.61512  0.08
H19 3.66587 -0.96020 -2.02010  0.10
H20 2.31202 -0.30120 -2.97453  0.10

## Properties
- HOMO level (eV) = -8.127
- gap between HOMO and LUMO (eV) = 8.881
- E_LUMO (eV) = 0.75
- energy relative to the best compared isomer or geometry (same formula, charge and spin) (kcal per mole) = 57.1
- SMILES = COCc1nc2ccccc2n1CCOc1ccccc1OC

***

Density functional theory data (ωB97M-V with the def2-TZVPD basis set) for a structure of composition C6H15NO at a distorted geometry.

Each line ends with the Löwdin charge.
Atoms and positions in Å:
C1 -0.64618 0.20089 0.32212  -0.45
C2 1.13098 -0.63640 -0.01261  -0.29
C3 1.03629 -0.20702 -1.38982  -0.33
C4 -1.39856 1.05562 -0.69654  -0.09
C5 -0.36743 1.06264 1.55170  -0.11
C6 -1.49982 -1.00794 0.70007  -0.10
N1 2.16082 -0.14910 0.78178  0.06
O1 0.14781 -0.90306 -2.21364  -0.08
H1 0.64856 -1.69353 -2.48896  0.10
H2 0.95511 -1.70185 0.12238  0.14
H3 2.49166 0.78556 0.57817  0.09
H4 2.86069 -0.81567 1.07649  0.09
H5 1.15711 0.85336 -1.59954  0.11
H6 2.27784 -0.63779 -1.92308  0.17
H7 0.28235 1.91079 1.30937  0.07
H8 -1.65792 -1.65684 -0.16525  0.08
H9 -0.80557 1.91310 -1.02804  0.08
H10 -1.72121 0.48079 -1.56523  0.07
H11 -2.32008 1.46180 -0.25501  0.09
H12 -1.29728 1.48573 1.95628  0.08
H13 0.09422 0.49499 2.36373  0.07
H14 -2.48640 -0.69948 1.07364  0.08
H15 -1.04298 -1.59659 1.50197  0.08

## Properties
- HOMO level (eV) = -7.715
- gap between HOMO and LUMO (eV) = 8.552
- E_LUMO (eV) = 0.84
- energy relative to the best compared isomer or geometry (same formula, charge and spin) (kcal per mole) = 88.7

***

Number 1: E_tot -203793.2236 eV. Number 2: E_tot -36835.6673 eV. Number 3: E_tot -20948.6004 eV. Number 4: E_tot -28112.6142 eV. Number 5: E_tot -9999.9093 eV.